No. 1
{"formula": "C17H21Cl3O3Os", "method": "ωB97M-V/def2-TZVPD", "species": ["C", "C", "C", "C", "C", "C", "C", "C", "C", "C", "Os", "Cl", "Cl", "Cl", "H", "H", "H", "H", "H", "H", "H", "H", "H", "H", "H", "H", "H", "H", "H", "O", "H", "O", "C", "O", "C", "C", "C", "C", "C", "C", "H", "H", "H", "H", "H"], "positions_angstrom": [[-1.79, -0.19, -1.93], [-2.67, 0.62, -1.12], [-2.96, -0.10, 0.07], [-3.37, 1.85, -1.56], [-2.26, -1.35, 0.03], [-1.59, -1.45, -1.22], [-1.10, -2.72, -1.81], [-1.54, -0.01, -3.39], [-3.91, 0.32, 1.13], [-2.32, -2.41, 1.07], [-0.23, 0.32, -0.50], [-1.46, 3.13, 0.79], [0.17, 2.15, -1.71], [-0.68, 0.73, 1.69], [-2.98, 2.21, -2.52], [-3.20, 2.63, -0.80], [-4.44, 1.66, -1.65], [-3.84, 1.40, 1.30], [-3.71, -0.21, 2.07], [-4.94, 0.08, 0.83], [-2.19, -1.98, 2.07], [-1.54, -3.16, 0.91], [-3.28, -2.93, 1.04], [-0.50, -3.27, -1.08], [-0.50, -2.54, -2.71], [-1.94, -3.37, -2.09], [-1.31, 1.04, -3.61], [-2.42, -0.31, -3.98], [-0.68, -0.62, -3.69], [0.86, -0.94, -1.47], [1.74, -0.52, -1.56], [1.61, -1.08, 1.63], [2.16, -0.08, 1.16], [1.69, 0.72, 0.22], [3.52, 0.41, 1.59], [4.12, 1.51, 0.94], [5.39, 1.94, 1.30], [6.09, 1.31, 2.34], [5.48, 0.24, 3.02], [4.21, -0.20, 2.65], [3.59, 2.02, 0.14], [5.87, 2.77, 0.77], [7.09, 1.64, 2.63], [6.02, -0.25, 3.84], [3.76, -1.04, 3.18]], "multiplicity": 5, "charge": -2, "s_squared": 6.025, "e_homo_ev": [0.710, -0.079], "energy_ev": -64146.522, "e_lumo_ev": [4.7, 4.7]}

***

No. 2
{"formula": "C17H21ClN7SeV", "method": "ωB97M-V/def2-TZVPD", "species": ["V", "N", "C", "C", "N", "C", "C", "N", "H", "H", "H", "H", "H", "H", "H", "H", "H", "H", "H", "H", "H", "Se", "N", "C", "C", "C", "C", "C", "N", "C", "C", "N", "C", "C", "C", "C", "C", "N", "H", "H", "H", "H", "H", "H", "Cl", "C", "H", "H"], "positions_angstrom": [[-0.44, 0.74, 0.13], [-0.32, -0.31, 1.97], [-0.66, 0.49, 3.14], [0.07, 1.81, 2.96], [-0.22, 2.36, 1.63], [-1.41, 3.24, 1.61], [-2.69, 2.43, 1.45], [-2.52, 1.46, 0.37], [-0.89, -1.16, 1.98], [0.65, -0.61, 2.05], [-0.34, 0.02, 4.08], [-1.74, 0.62, 3.18], [1.15, 1.63, 3.03], [-0.21, 2.52, 3.76], [0.57, 2.95, 1.39], [-1.32, 3.93, 0.77], [-1.47, 3.84, 2.52], [-3.53, 3.11, 1.25], [-2.92, 1.91, 2.38], [-2.68, 1.94, -0.51], [-3.27, 0.77, 0.43], [2.78, -4.60, -4.09], [1.15, -4.33, -3.53], [1.14, -3.31, -2.69], [-0.03, -2.83, -2.01], [-1.28, -3.44, -2.08], [-2.31, -2.93, -1.32], [-2.09, -1.78, -0.56], [-0.93, -1.14, -0.54], [0.11, -1.68, -1.20], [1.39, -1.03, -1.03], [1.41, 0.07, -0.25], [2.58, 0.65, -0.01], [3.78, 0.18, -0.53], [3.78, -0.94, -1.34], [2.55, -1.56, -1.61], [2.41, -2.70, -2.48], [3.40, -3.27, -3.14], [-1.42, -4.30, -2.72], [-3.28, -3.40, -1.29], [-2.89, -1.37, 0.05], [2.56, 1.53, 0.62], [4.70, 0.70, -0.31], [4.68, -1.34, -1.79], [-0.73, 1.20, -2.14], [0.06, 2.30, -1.10], [-0.45, 3.26, -1.10], [1.10, 2.44, -1.41]], "multiplicity": 3, "charge": 2, "e_above_lowest_kj_mol": 0.0, "s_squared": 2.030, "e_homo_ev": [-14.463, -14.508], "energy_ev": -131945.330, "e_lumo_ev": [-6.5, -6.7]}

***

No. 3
{"formula": "C17H21CoGeN5O3S", "method": "ωB97M-V/def2-TZVPD", "species": ["Co", "N", "C", "C", "N", "C", "C", "N", "C", "C", "N", "H", "H", "H", "H", "H", "H", "O", "C", "N", "S", "O", "O", "C", "C", "C", "C", "C", "C", "H", "H", "H", "H", "C", "Ge", "C", "C", "C", "H", "H", "H", "H", "H", "H", "H", "H", "H", "H", "H"], "positions_angstrom": [[0.55, 0.98, 0.00], [-2.67, -0.23, -2.18], [-2.13, 0.53, -3.19], [-1.04, 1.14, -2.66], [-0.90, 0.77, -1.34], [-1.91, -0.07, -1.07], [-0.11, -0.81, 1.95], [0.27, 0.45, 1.96], [-0.16, 0.95, 3.16], [-0.81, -0.04, 3.85], [-0.76, -1.15, 3.07], [-3.49, -0.83, -2.18], [-2.57, 0.58, -4.17], [-0.35, 1.82, -3.13], [0.01, 1.97, 3.45], [-1.30, -0.03, 4.81], [-1.32, -1.98, 3.18], [0.73, -1.07, -0.17], [0.05, -1.60, 0.72], [-2.11, -0.58, 0.18], [-2.97, -1.87, 0.43], [-3.99, -2.13, -0.57], [-3.35, -1.90, 1.82], [-1.80, -3.23, 0.31], [-2.25, -4.51, 0.03], [-1.35, -5.56, 0.02], [0.00, -5.34, 0.27], [0.45, -4.05, 0.52], [-0.45, -2.99, 0.55], [-3.30, -4.66, -0.18], [-1.70, -6.57, -0.19], [0.70, -6.16, 0.25], [1.50, -3.86, 0.68], [2.46, 2.03, -2.09], [2.25, 3.25, -0.55], [3.57, 2.72, 0.80], [2.65, 5.06, -1.18], [0.46, 2.91, 0.13], [3.52, 1.84, -2.31], [2.01, 2.46, -2.99], [1.98, 1.05, -1.93], [4.58, 2.81, 0.42], [3.41, 1.68, 1.11], [3.48, 3.35, 1.69], [3.66, 5.10, -1.59], [2.59, 5.78, -0.36], [1.94, 5.36, -1.95], [-0.31, 3.35, -0.51], [0.32, 3.29, 1.15]], "multiplicity": 2, "s_squared": 0.789, "e_homo_ev": [-7.927, -7.879], "energy_ev": -136540.444, "e_lumo_ev": [-0.4, -0.4]}

***

No. 4
{"formula": "C17H21F8N2O5S", "method": "ωB97M-V/def2-TZVPD", "species": ["C", "C", "C", "N", "C", "C", "C", "C", "O", "O", "S", "C", "O", "O", "C", "C", "C", "O", "C", "C", "F", "F", "C", "F", "F", "C", "F", "F", "C", "F", "F", "C", "N", "H", "H", "H", "H", "H", "H", "H", "H", "H", "H", "H", "H", "H", "H", "H", "H", "H", "H", "H", "H", "H"], "positions_angstrom": [[-0.71, 2.63, 5.48], [-1.93, 2.12, 4.60], [-1.34, 1.39, 3.32], [-2.16, 0.23, 2.86], [-1.40, -0.45, 1.84], [-0.59, -1.63, 2.12], [0.18, -2.25, 1.02], [1.02, -3.52, 1.40], [1.88, -3.39, 2.19], [0.75, -4.75, 0.76], [-0.89, -5.09, 0.67], [-1.64, -4.51, -0.91], [-1.00, -6.55, 0.67], [-1.65, -4.61, 1.83], [0.12, -1.66, -0.36], [0.95, -2.32, -1.50], [2.02, -1.37, -2.20], [2.31, -0.16, -1.48], [1.72, 1.00, -2.06], [2.78, 2.15, -2.35], [3.64, 1.83, -3.37], [3.52, 2.34, -1.18], [1.95, 3.48, -2.62], [2.86, 4.48, -2.91], [1.29, 3.91, -1.46], [0.94, 3.39, -3.83], [1.34, 2.53, -4.83], [0.88, 4.66, -4.40], [-0.55, 3.00, -3.42], [-1.36, 4.11, -3.25], [-1.07, 2.16, -4.42], [-0.74, -0.50, -0.51], [-1.46, 0.06, 0.55], [-1.01, 3.40, 6.23], [-0.25, 1.71, 5.95], [0.08, 3.03, 4.78], [-2.62, 1.45, 5.19], [-2.55, 3.03, 4.33], [-0.33, 0.99, 3.63], [-1.13, 2.13, 2.48], [-3.06, 0.52, 2.46], [-0.56, -2.04, 3.17], [-1.98, -3.44, -0.85], [-2.49, -5.20, -1.15], [-0.85, -4.66, -1.71], [0.24, -2.74, -2.27], [1.52, -3.22, -1.12], [2.99, -1.94, -2.26], [1.70, -1.21, -3.27], [1.04, 1.44, -1.26], [1.07, 0.81, -2.95], [-0.62, 2.40, -2.47], [-0.82, -0.03, -1.51], [-2.02, 0.89, 0.34]], "charge": 1, "e_homo_ev": -13.839, "smiles": "CCCNc1cc(C(=O)OS(C)(=O)=O)c(CCOCC(F)(F)C(F)(F)C(F)(F)C(F)F)c[nH+]1", "energy_ev": -63751.419, "e_lumo_ev": -5.3}

***

No. 5
{"formula": "C17H21N3O2Pd", "method": "ωB97M-V/def2-TZVPD", "species": ["Pd", "C", "C", "O", "C", "C", "C", "N", "N", "C", "O", "C", "C", "C", "C", "C", "C", "H", "H", "H", "H", "H", "H", "H", "H", "H", "H", "H", "H", "C", "C", "C", "C", "C", "N", "H", "H", "H", "H", "H", "H", "H", "H", "H"], "positions_angstrom": [[0.68, -1.29, -1.13], [4.93, -0.98, -0.50], [3.45, -1.19, -0.29], [2.69, -0.77, -1.24], [3.00, -1.84, 0.83], [1.59, -1.94, 1.17], [1.00, -3.28, 1.55], [0.84, -0.91, 1.42], [1.11, 0.36, 1.49], [0.78, 1.19, 0.47], [0.20, 0.86, -0.58], [1.15, 2.62, 0.69], [1.56, 3.08, 1.94], [1.89, 4.42, 2.10], [1.83, 5.29, 1.02], [1.43, 4.82, -0.23], [1.09, 3.49, -0.39], [5.25, -1.51, -1.40], [5.51, -1.32, 0.35], [5.10, 0.08, -0.67], [3.70, -2.31, 1.52], [1.67, -3.77, 2.26], [0.93, -3.92, 0.67], [0.02, -3.15, 2.00], [1.61, 2.39, 2.76], [2.20, 4.78, 3.07], [2.09, 6.33, 1.15], [1.39, 5.50, -1.07], [0.78, 3.11, -1.35], [-3.91, 0.12, -0.92], [-3.79, -1.38, -1.19], [-4.36, -2.21, -0.03], [-4.48, -1.76, -2.51], [-2.36, -1.69, -1.30], [-1.24, -1.95, -1.37], [-4.97, 0.39, -0.84], [-3.46, 0.70, -1.73], [-3.41, 0.39, 0.01], [-5.43, -2.04, 0.04], [-3.90, -1.91, 0.92], [-4.18, -3.27, -0.18], [-5.55, -1.57, -2.41], [-4.33, -2.81, -2.74], [-4.10, -1.16, -3.33]], "multiplicity": 3, "e_above_lowest_kj_mol": 7.1, "s_squared": 2.013, "e_homo_ev": [-7.306, -7.201], "energy_ev": -30012.032, "e_lumo_ev": [0.5, -1.2]}

***

Copy entry 2 word for word.
{"formula": "C17H21ClN7SeV", "method": "ωB97M-V/def2-TZVPD", "species": ["V", "N", "C", "C", "N", "C", "C", "N", "H", "H", "H", "H", "H", "H", "H", "H", "H", "H", "H", "H", "H", "Se", "N", "C", "C", "C", "C", "C", "N", "C", "C", "N", "C", "C", "C", "C", "C", "N", "H", "H", "H", "H", "H", "H", "Cl", "C", "H", "H"], "positions_angstrom": [[-0.44, 0.74, 0.13], [-0.32, -0.31, 1.97], [-0.66, 0.49, 3.14], [0.07, 1.81, 2.96], [-0.22, 2.36, 1.63], [-1.41, 3.24, 1.61], [-2.69, 2.43, 1.45], [-2.52, 1.46, 0.37], [-0.89, -1.16, 1.98], [0.65, -0.61, 2.05], [-0.34, 0.02, 4.08], [-1.74, 0.62, 3.18], [1.15, 1.63, 3.03], [-0.21, 2.52, 3.76], [0.57, 2.95, 1.39], [-1.32, 3.93, 0.77], [-1.47, 3.84, 2.52], [-3.53, 3.11, 1.25], [-2.92, 1.91, 2.38], [-2.68, 1.94, -0.51], [-3.27, 0.77, 0.43], [2.78, -4.60, -4.09], [1.15, -4.33, -3.53], [1.14, -3.31, -2.69], [-0.03, -2.83, -2.01], [-1.28, -3.44, -2.08], [-2.31, -2.93, -1.32], [-2.09, -1.78, -0.56], [-0.93, -1.14, -0.54], [0.11, -1.68, -1.20], [1.39, -1.03, -1.03], [1.41, 0.07, -0.25], [2.58, 0.65, -0.01], [3.78, 0.18, -0.53], [3.78, -0.94, -1.34], [2.55, -1.56, -1.61], [2.41, -2.70, -2.48], [3.40, -3.27, -3.14], [-1.42, -4.30, -2.72], [-3.28, -3.40, -1.29], [-2.89, -1.37, 0.05], [2.56, 1.53, 0.62], [4.70, 0.70, -0.31], [4.68, -1.34, -1.79], [-0.73, 1.20, -2.14], [0.06, 2.30, -1.10], [-0.45, 3.26, -1.10], [1.10, 2.44, -1.41]], "multiplicity": 3, "charge": 2, "e_above_lowest_kj_mol": 0.0, "s_squared": 2.030, "e_homo_ev": [-14.463, -14.508], "energy_ev": -131945.330, "e_lumo_ev": [-6.5, -6.7]}